No. 1
Here is a cluster of 7 separate species, C24H68N6O7 in total from the Open Molecules 2025 dataset. Energies are from ωB97M-V with the def2-TZVPD basis set.

Geometry as ORCA input:
```
! wB97M-V def2-TZVPD RIJCOSX def2/J DEFGRID3
* xyz 0 1
O -0.86 -0.12 0.39
H -0.85 -0.36 1.33
H -0.51 -0.90 -0.06
C -5.25 4.46 2.29
C -5.10 3.33 1.28
C -5.71 2.07 1.88
O -5.50 0.94 1.06
C -4.22 0.38 1.00
N -5.76 3.70 0.04
H -6.24 4.49 2.74
H -4.95 5.46 1.98
H -4.64 4.25 3.19
H -4.02 3.20 1.13
H -6.79 2.18 1.84
H -5.40 1.91 2.92
H -3.78 0.17 1.98
H -3.49 0.92 0.39
H -4.30 -0.59 0.52
H -6.08 2.87 -0.44
H -6.56 4.30 0.20
C 4.46 3.82 0.51
C 3.64 4.75 -0.38
C 2.15 4.57 -0.20
O 1.81 3.33 -0.78
C 0.45 3.02 -0.69
N 3.95 6.19 -0.10
H 5.48 4.18 0.66
H 4.50 2.80 0.14
H 4.05 3.79 1.53
H 3.96 4.60 -1.41
H 1.60 5.40 -0.66
H 1.91 4.54 0.87
H -0.28 3.70 -1.14
H 0.14 3.02 0.38
H 0.25 1.99 -0.95
H 3.83 6.35 0.90
H 4.95 6.30 -0.21
C -1.69 -5.61 -0.11
C -1.31 -5.06 -1.45
C -2.48 -4.39 -2.19
O -2.86 -3.24 -1.48
C -3.78 -2.42 -2.16
N -0.23 -4.05 -1.26
H -2.60 -6.22 -0.15
H -1.92 -4.85 0.64
H -0.89 -6.23 0.31
H -0.86 -5.80 -2.11
H -3.35 -5.08 -2.23
H -2.20 -4.19 -3.23
H -4.78 -2.88 -2.12
H -3.57 -2.25 -3.23
H -3.76 -1.47 -1.65
H -0.54 -3.41 -0.54
H -0.13 -3.50 -2.11
C -2.43 -2.99 2.92
C -1.11 -2.55 3.54
C -0.02 -3.50 3.18
O 1.20 -3.07 3.73
C 2.31 -3.74 3.19
N -0.80 -1.15 3.14
H -2.61 -4.06 2.92
H -2.46 -2.59 1.90
H -3.30 -2.54 3.41
H -1.29 -2.56 4.62
H 0.07 -3.63 2.09
H -0.28 -4.50 3.55
H 2.42 -4.73 3.64
H 3.21 -3.18 3.47
H 2.26 -3.84 2.10
H -0.08 -0.86 3.79
H -1.62 -0.60 3.36
C 2.62 -0.53 -0.45
C 3.79 0.19 0.16
C 4.55 -0.69 1.15
O 5.64 0.03 1.71
C 5.32 0.74 2.91
N 4.75 0.62 -0.90
H 2.10 0.10 -1.18
H 1.85 -0.61 0.34
H 2.75 -1.54 -0.81
H 3.48 1.10 0.69
H 5.03 -1.53 0.64
H 3.90 -1.08 1.94
H 5.00 0.04 3.68
H 4.59 1.53 2.73
H 6.27 1.16 3.24
H 5.62 0.78 -0.40
H 4.96 -0.20 -1.46
C 2.50 -0.86 -4.70
C 1.44 0.25 -4.76
C 0.47 0.15 -3.62
O -0.78 0.73 -4.00
C -1.67 0.79 -2.93
N 2.08 1.57 -4.86
H 3.14 -0.83 -5.58
H 2.00 -1.84 -4.76
H 3.07 -0.76 -3.78
H 0.93 0.09 -5.72
H 0.87 0.65 -2.74
H 0.18 -0.88 -3.34
H -1.67 -0.15 -2.35
H -2.68 1.10 -3.17
H -1.35 1.52 -2.17
H 2.50 1.84 -3.98
H 1.37 2.24 -5.13
*
```

Computed properties:
SMILES: COC[C@H](C)N.COC[C@H](C)N.COC[C@H](C)N.COC[C@H](C)N.COC[C@H](C)N.COC[C@H](C)N.O
Frontier orbital gap, Ha: 0.3488
Highest occupied orbital energy, eV: -8.977
E, Eh: -1810.2929

No. 2
Here is a cluster of 10 separate species, C24H68O10 in total from the Open Molecules 2025 dataset. Energies are from ωB97M-V with the def2-TZVPD basis set.

Geometry as ORCA input:
```
! wB97M-V def2-TZVPD RIJCOSX def2/J DEFGRID3
* xyz -1 2
C 1.10 4.02 -0.27
C 0.04 5.08 -0.71
C -0.40 4.79 -2.16
O -1.10 4.85 0.08
H 1.49 4.23 0.73
H 2.00 4.03 -0.88
H 0.63 3.05 -0.14
H 0.46 6.09 -0.67
H -1.11 5.55 -2.49
H -0.93 3.84 -2.23
H 0.46 4.71 -2.83
H -0.85 5.13 0.96
C 5.55 -1.25 0.16
C 5.64 -2.01 -1.16
C 5.15 -3.46 -1.24
O 4.93 -1.26 -2.12
H 5.96 -1.84 0.98
H 4.52 -0.98 0.39
H 6.21 -0.38 0.23
H 6.67 -2.03 -1.53
H 4.07 -3.63 -1.32
H 5.63 -4.05 -0.46
H 5.54 -3.90 -2.16
H 5.07 -0.34 -1.91
C -0.44 1.75 5.65
C -0.70 1.44 4.20
C 0.56 1.47 3.34
O -1.28 0.14 4.11
H 0.07 2.69 5.86
H 0.23 1.01 6.08
H -1.36 1.72 6.22
H -1.45 2.14 3.83
H 1.35 0.77 3.59
H 1.15 2.38 3.45
H 0.31 1.29 2.30
H -2.12 0.15 4.58
C -4.89 1.79 0.29
C -3.69 2.63 0.59
C -2.49 1.81 1.17
O -3.16 3.14 -0.57
H -5.35 1.37 1.18
H -4.56 1.00 -0.39
H -5.68 2.38 -0.18
H -3.89 3.47 1.26
H -1.63 2.43 1.44
H -2.06 1.18 0.40
H -2.76 1.16 2.00
H -2.34 3.59 -0.38
C -1.30 0.88 -3.07
C -2.80 0.40 -3.13
C -3.09 -0.69 -2.16
O -3.71 1.43 -2.90
H -1.04 1.67 -3.78
H -0.62 0.03 -3.12
H -1.12 1.30 -2.08
H -2.95 0.07 -4.15
H -2.88 -0.35 -1.15
H -2.51 -1.59 -2.32
H -4.14 -0.93 -2.31
H -3.30 2.03 -2.28
C 2.58 0.24 -4.18
C 2.21 -1.21 -4.21
C 1.43 -1.50 -5.48
O 3.39 -1.91 -4.33
H 3.02 0.57 -3.24
H 1.71 0.87 -4.33
H 3.26 0.49 -5.00
H 1.70 -1.53 -3.30
H 0.60 -0.81 -5.63
H 1.08 -2.53 -5.41
H 2.04 -1.41 -6.38
H 3.89 -1.82 -3.51
C -2.35 -3.25 0.85
C -3.66 -3.06 1.64
C -3.77 -1.63 2.07
O -4.73 -3.47 0.93
H -2.19 -4.29 0.55
H -1.48 -2.85 1.36
H -2.36 -2.80 -0.15
H -3.62 -3.62 2.57
H -3.79 -0.95 1.21
H -2.90 -1.34 2.66
H -4.65 -1.37 2.66
H -5.50 -3.11 1.39
C 1.39 -0.01 -0.21
O 0.51 -1.12 -0.01
H 2.26 -0.16 0.44
H 1.65 0.07 -1.26
H 0.88 0.90 0.11
H 0.45 -1.11 0.95
C 2.77 -3.60 1.38
O 2.92 -2.53 2.27
H 3.71 -4.14 1.38
H 2.00 -4.31 1.68
H 2.38 -3.30 0.40
H 2.04 -2.20 2.44
C -0.03 -2.61 3.58
O 0.42 -1.57 2.79
H 0.43 -2.40 4.55
H -1.11 -2.70 3.76
H 0.39 -3.55 3.22
H -0.03 -0.75 2.98
*
```

Computed properties:
Frontier orbital gap (alpha / beta), Ha: 0.0718 / 0.3492
Highest occupied orbital energy (alpha / beta), eV: 0.371 / -7.246
E, Eh: -1707.4871